Entry 1:
DFT (wB97M-V/def2-TZVPD) results for an isolated molecule of C5H11N at a distorted geometry.

XYZ file:
```
17
Properties=species:S:1:pos:R:3:forces:R:3:nbo_charge:R:1
C 2.031042 0.064169 0.108320 -0.01 0.00 0.24 -0.632
C 0.681697 -0.563748 -0.220028 -0.21 -0.34 0.49 -0.092
C -0.441892 0.360037 -0.483189 -0.23 0.26 -0.12 -0.092
C -0.335848 1.795099 -0.034920 0.01 0.16 -0.08 -0.615
N -0.550368 -0.524594 0.656934 0.00 0.14 0.09 -0.405
C -1.555108 -1.544645 0.320047 0.00 -0.13 0.11 -0.425
H 2.873980 -0.625522 -0.001338 -0.30 -0.10 0.14 0.218
H 2.235722 0.898972 -0.580923 -0.18 -0.26 0.19 0.214
H 2.046015 0.474851 1.117534 0.08 -0.08 0.05 0.223
H 0.698263 -1.587454 -0.558458 0.26 0.17 -1.18 0.205
H -1.126479 0.179901 -1.311597 0.10 -0.03 0.07 0.193
H 0.278626 1.857763 0.867496 -0.09 0.04 -0.23 0.220
H -1.342306 2.121562 0.245623 0.12 0.12 -0.11 0.217
H 0.065808 2.467064 -0.796754 -0.05 -0.02 0.00 0.206
H -2.525641 -1.030644 0.309001 0.15 -0.18 0.10 0.199
H -1.606917 -2.357180 1.049581 0.19 0.14 0.00 0.201
H -1.426601 -1.985624 -0.687329 0.15 0.10 0.23 0.167
```
Positions in Å, forces in eV/Å.

Summary:
ΔE to the lowest compared entry with this formula, charge and spin   37.7 kcal per mole
Maximum force   1.22 eV Å⁻¹
E_HOMO   -8.91 eV
Multiplicity   1
Gap between HOMO and LUMO   0.373 Eh
LUMO   1.2 eV
Structure (SMILES)   C[C@@H]1[C@H](C)N1C



Entry 2:
DFT (wB97M-V/def2-TZVPD) results for a cluster of 11 separate species, C13H48N8O11 in total at a distorted geometry.

XYZ file:
```
80
Properties=species:S:1:pos:R:3:forces:R:3:mulliken_charge:R:1
N 3.050738 1.349700 0.561537 0.07 -1.78 -0.71 -0.236
C 2.116738 2.196700 0.686537 -7.75 1.36 0.58 0.085
N 2.459738 3.369700 1.229537 -0.32 4.24 0.11 -0.417
O 0.741738 1.872700 0.448537 6.81 1.83 0.92 0.099
H 2.582738 0.597700 0.148537 0.52 -2.49 -0.67 0.014
H 3.998738 1.580700 0.518537 1.29 -0.04 -0.09 0.225
H 1.671738 4.089700 1.254537 1.71 -1.44 -0.13 0.326
H 3.450738 3.799700 1.182537 -2.45 -1.37 0.04 0.235
N 2.947738 -2.083300 0.484537 3.13 -1.08 -3.42 -0.283
C 2.067737 -1.876300 1.384537 -4.34 2.68 2.01 0.549
N 2.030738 -2.824300 2.331537 -1.34 0.18 1.72 -0.247
O 1.265738 -0.832300 1.302537 2.32 -3.21 0.64 -0.352
H 2.940738 -1.464300 -0.328463 0.54 -0.80 0.62 -0.445
H 3.228738 -3.069300 0.417537 0.20 1.08 -0.51 0.243
H 1.190738 -2.668300 2.965537 1.83 -0.91 -0.99 0.134
H 2.696738 -3.608300 2.445537 -0.93 1.13 -0.34 0.175
N -2.400262 -3.579300 -3.153463 -2.51 -3.07 -2.66 -0.500
C -2.103262 -2.791300 -2.150463 2.18 -1.45 4.99 0.365
N -1.868263 -1.555300 -2.505463 0.08 3.09 2.40 -0.139
O -1.895262 -3.209300 -0.930463 -1.24 1.00 -3.58 -0.681
H -2.701262 -4.556300 -2.868463 0.45 1.91 -0.83 0.317
H -2.902262 -3.084300 -3.951463 0.87 -1.48 1.54 0.241
H -1.477262 -1.269300 -3.363463 0.04 -0.05 -1.00 0.285
H -1.654262 -0.956300 -1.663463 0.04 -0.19 -1.16 0.136
N 0.060738 -2.075300 3.993537 -3.02 1.63 -4.00 -0.196
C 0.432738 -2.894300 4.913537 -2.23 -6.01 1.53 0.472
N 1.174738 -2.247300 5.766537 3.37 1.24 4.14 -0.355
O 0.097738 -4.182300 5.061537 1.53 5.36 -0.83 -0.739
H -0.587262 -2.350300 3.246537 0.32 -0.06 0.37 0.139
H 0.318738 -1.095300 4.022537 -0.25 -0.04 -0.17 0.170
H 1.433737 -2.833300 6.544537 0.31 0.29 0.14 0.247
H 1.562738 -1.261300 5.766537 -1.13 -2.05 -0.48 0.194
C 0.389738 1.978700 -2.778463 -0.69 -0.94 -1.82 0.262
C 0.356738 2.989700 -3.950463 0.61 -1.41 -1.55 -0.903
O -0.087262 4.243700 -3.531463 -0.06 -0.28 1.87 -0.437
H 0.512738 0.894700 -3.069463 -0.26 1.30 -0.41 0.106
H -0.523262 1.963700 -2.206463 -0.26 0.44 0.28 -0.242
H 1.213738 2.145700 -2.151463 1.00 0.61 1.13 0.067
H -0.312262 2.692700 -4.775463 -0.09 -0.57 0.39 0.354
H 1.350738 3.031700 -4.499463 -0.62 0.09 0.99 0.356
H 0.096737 4.889700 -4.183463 0.25 0.92 -0.95 0.257
C 1.517738 -1.387300 -2.266463 -0.35 2.01 2.00 -0.847
C 2.701738 -0.535300 -2.683463 1.71 -1.46 -1.27 -0.187
O 3.661738 -0.496300 -1.619463 -0.10 0.29 0.09 -0.612
H 1.744737 -2.239300 -1.600463 0.09 0.46 -0.65 0.529
H 0.990738 -1.730300 -3.108463 -0.72 -0.44 -1.11 0.540
H 0.848738 -0.684300 -1.678463 0.42 -1.17 -0.44 -0.144
H 2.484738 0.513700 -2.953463 -0.27 -0.77 -0.18 0.334
H 3.274738 -1.075300 -3.512463 -1.03 0.92 0.45 0.356
H 4.413738 -0.030300 -1.979463 0.42 0.10 0.17 0.290
C -1.954262 -0.327300 0.746537 0.50 1.69 0.04 -0.990
O -1.403263 0.181700 -0.471463 -1.79 -0.61 -0.11 0.258
H -1.301262 -0.999300 1.201537 1.47 -1.06 0.75 0.165
H -2.812262 -0.889300 0.560537 -1.65 -0.56 -0.69 0.526
H -2.150262 0.484700 1.450537 -0.17 0.05 -0.09 0.267
H -0.550262 0.511700 -0.273463 1.87 0.80 0.57 -0.387
C -3.100262 2.217700 -2.755463 -0.55 1.64 1.31 0.051
O -4.363262 1.917700 -3.331463 0.54 -2.32 0.87 -0.558
H -2.423262 2.534700 -3.539463 0.39 0.21 -0.03 0.143
H -2.635262 1.400700 -2.191463 -0.65 -0.07 -0.24 -0.087
H -3.310263 3.086700 -2.033463 0.96 -1.09 -0.83 0.163
H -4.570262 2.692700 -3.790463 -0.86 1.63 -1.16 0.330
C -2.064262 -4.441300 2.301537 1.85 -0.10 -0.73 -0.683
O -0.878262 -3.794300 1.661537 -0.51 -1.09 4.35 -0.399
H -2.940262 -3.789300 2.241537 0.10 -0.18 0.06 0.237
H -1.788262 -4.716300 3.339537 -0.06 0.62 -0.55 0.244
H -2.203262 -5.392300 1.775537 -0.45 0.22 0.01 0.291
H -1.091262 -3.592300 0.795537 -1.00 0.70 -3.08 0.406
C -1.659263 3.757700 0.284537 -0.14 0.55 -0.83 0.092
O -1.090262 4.621700 -0.685463 0.71 0.20 -1.50 -0.575
H -2.530262 4.303700 0.672537 0.34 -0.22 0.19 0.378
H -0.875262 3.603700 0.982537 0.04 -0.58 1.21 -0.067
H -2.003262 2.806700 -0.126463 0.10 -0.07 0.02 -0.175
H -0.386262 4.203700 -1.248463 -1.21 0.24 0.95 0.300
C -0.126262 2.254700 3.346537 -1.71 1.92 1.80 -0.531
O 0.076738 0.892700 3.168537 -0.65 0.58 4.22 -0.459
H -0.275263 2.533700 4.447537 0.63 -0.87 -1.11 0.329
H -1.127263 2.570700 2.967537 0.70 -0.14 -0.35 0.214
H 0.645738 2.957700 2.976537 -0.24 -0.76 -0.05 0.145
H 0.320737 0.751700 2.312537 1.30 -0.91 -4.12 0.235
```
Positions in Å, forces in eV/Å.

Summary:
ΔE to the lowest compared entry with this formula, charge and spin   105.9 kcal per mole
Maximum force   7.89 eV Å⁻¹
E_HOMO   -9.05 eV
Multiplicity   1
Gap between HOMO and LUMO   0.329 Eh
LUMO   -0.1 eV
Structure (SMILES)   NC(N)=O.NC(N)=O.NC(N)=O.NC(N)=O.CCO.CCO.CO.CO.CO.CO.CO



Entry 3:
DFT (wB97M-V/def2-TZVPD) results for a cluster of 2 separate species, C3H8O2 in total.

XYZ file:
```
13
Properties=species:S:1:pos:R:3:forces:R:3:nbo_charge:R:1
O -1.935521 0.322861 0.113761 0.41 0.23 -0.08 -0.556
C -0.951850 1.029146 0.059618 -0.23 -0.10 -0.04 0.464
C 0.330682 0.667629 -0.646255 -0.05 0.01 0.03 -0.553
C 0.583222 -0.851278 -0.756983 0.13 0.01 -0.27 -0.060
O 0.020965 -1.589148 0.302261 -0.28 -0.10 -0.01 -0.722
H -0.966660 2.024430 0.543281 -0.03 0.00 -0.07 0.120
H 0.237115 1.105164 -1.650819 0.08 -0.02 0.10 0.245
H 1.157689 1.196632 -0.158565 -0.16 -0.12 0.00 0.227
H 0.214262 -1.226781 -1.720817 0.01 0.09 0.10 0.167
H 1.662540 -1.040085 -0.727516 -0.21 0.06 -0.05 0.188
H -0.925365 -1.359646 0.316012 0.27 -0.20 0.04 0.488
H 0.470143 -0.328991 2.031277 0.01 0.19 0.13 0.036
H 0.459323 0.349918 2.344246 0.06 -0.05 0.13 -0.045
```
Positions in Å, forces in eV/Å.

Summary:
ΔE to the lowest compared entry with this formula, charge and spin   45.0 kcal per mole
Maximum force   0.48 eV Å⁻¹
E_HOMO   -10.21 eV
Multiplicity   1
Gap between HOMO and LUMO   0.411 Eh
LUMO   1.0 eV
Structure (SMILES)   O=CCCO.[H][H]



Entry 4:
DFT (wB97M-V/def2-TZVPD) results for the ion C2HN2O4 with charge -1 at a distorted geometry.

XYZ file:
```
9
Properties=species:S:1:pos:R:3:forces:R:3:nbo_charge:R:1
O -0.443956 -1.388517 2.638444 0.89 0.90 -0.77 -0.358
N -0.572335 -1.134540 1.439116 -2.99 -2.25 0.95 0.040
C 0.207209 -0.357605 0.699683 2.02 0.19 -0.02 0.271
C -0.130990 -0.118708 -0.610684 0.09 0.18 0.75 0.215
N -0.785897 0.569970 -1.426271 2.44 1.09 -3.51 -0.133
O -1.604021 1.566608 -1.309681 -0.24 -0.17 0.36 -0.621
O 1.472135 -0.199785 1.015848 -0.10 0.42 0.47 -0.216
O 2.060989 0.499683 -0.037962 0.10 0.11 -0.34 -0.537
H -0.203135 0.562895 -2.408494 -2.20 -0.47 2.12 0.338
```
Positions in Å, forces in eV/Å.

Summary:
ΔE to the lowest compared entry with this formula, charge and spin   235.0 kcal per mole
Maximum force   4.41 eV Å⁻¹
Charge   -1
E_HOMO (spin up / spin down)   -4.29 / -4.24 eV
Multiplicity   1
Gap between HOMO and LUMO (spin up / spin down)   0.258 / 0.254 Eh
LUMO (spin up / spin down)   2.7 / 2.7 eV
Structure (SMILES)   O=NC(=C=[NH+][O-])O[O-]



Entry 5:
DFT (wB97M-V/def2-TZVPD) results for a cluster of 2 separate species, Cl4NOP in total at a distorted geometry.

XYZ file:
```
7
Properties=species:S:1:pos:R:3:forces:R:3:nbo_charge:R:1
N 1.876475 0.247581 0.689862 -0.26 -0.56 -0.17 -0.391
O -0.927582 -0.429877 -1.397090 1.30 -0.85 -3.34 -0.975
P -1.126812 -0.129241 -0.018375 -0.53 -0.89 2.28 1.472
Cl 1.984442 -0.995640 -0.465197 0.24 0.03 0.22 0.186
Cl 2.859133 1.515123 0.253112 0.22 0.42 -0.05 0.209
Cl -2.301855 -1.551832 0.834201 0.23 -0.56 0.53 -0.271
Cl -2.363799 1.343883 0.103484 -1.20 2.42 0.53 -0.229
```
Positions in Å, forces in eV/Å.

Summary:
ΔE to the lowest compared entry with this formula, charge and spin   52.3 kcal per mole
Maximum force   3.68 eV Å⁻¹
E_HOMO (spin up / spin down)   -10.26 / -9.94 eV
Multiplicity   1
Gap between HOMO and LUMO (spin up / spin down)   0.275 / 0.298 Eh
LUMO (spin up / spin down)   -2.8 / -1.8 eV